DFT (ωB97M-V with the def2-TZVPD basis set) results for a 3-piece molecular cluster, C3H5NO2 overall in a non-equilibrium geometry.

The calculation puts the highest occupied orbital energy at -10.8 eV. Its SMILES is C#N.C=O.C=O. The HOMO-LUMO gap is 11.16 eV. For the energy relative to the best compared isomer or geometry (same formula, charge and spin), the calculation gives 68.1 kcal/mol.

Last columns: bonded neighbours and bond lengths (Å).
Atoms and positions in Å:
1 O -0.521 -1.132 -1.237  C4 1.213
2 O -1.241 0.467 1.315  C6 1.208
3 N 2.866 0.885 -0.118  C5 1.155
4 C -0.871 -1.587 -0.168  O1 1.213, H8 1.103, H10 1.102
5 C 2.084 0.215 -0.640  N3 1.155, H9 1.084
6 C -0.859 1.395 0.642  O2 1.208, H7 1.103, H11 1.107
7 H -0.655 2.385 1.085  C6 1.103
8 H -0.159 -1.770 0.655  C4 1.103
9 H 1.311 -0.392 -1.099  C5 1.084
10 H -1.918 -1.874 0.022  C4 1.102
11 H -0.693 1.291 -0.447  C6 1.107

natural (NBO) analysis output, partial charges in e: -0.57, -0.52, -0.33, 0.31, 0.05, 0.29, 0.13, 0.13, 0.26, 0.13, 0.13

DFT (ωB97M-V with the def2-TZVPD basis set) results for a 2-piece molecular cluster, C3H5NO2 overall in a non-equilibrium geometry.

The calculation puts the highest occupied orbital energy at -10.0 eV. Its SMILES is [H]/N=C\O.C=C=O. The HOMO-LUMO gap is 10.62 eV. For the energy relative to the best compared isomer or geometry (same formula, charge and spin), the calculation gives 46.4 kcal/mol.

Last columns: bonded neighbours and bond lengths (Å).
Atoms and positions in Å:
1 O -0.609 2.047 1.102  C4 1.161
2 O 1.020 -0.344 -1.313  C5 1.349, H8 0.975
3 N 1.570 -0.776 0.948  C5 1.266, H9 1.023
4 C -1.193 1.197 0.570  O1 1.161, C6 1.322
5 C 1.833 -0.418 -0.238  O2 1.349, N3 1.266, H10 1.090
6 C -1.825 0.215 -0.050  C4 1.322, H7 1.084, H11 1.085
7 H -2.200 0.391 -1.052  C6 1.084
8 H 0.101 -0.485 -1.020  O2 0.975
9 H 0.592 -1.058 1.047  N3 1.023
10 H 2.844 -0.111 -0.507  C5 1.090
11 H -2.133 -0.659 0.513  C6 1.085

natural (NBO) analysis output, partial charges in e: -0.42, -0.69, -0.70, 0.75, 0.42, -0.86, 0.28, 0.49, 0.32, 0.16, 0.27

DFT (ωB97M-V with the def2-TZVPD basis set) results for one molecule with the formula C3H5NO2.

The calculation puts the highest occupied orbital energy at -10.4 eV. Its SMILES is [H]/N=C/COC=O. The HOMO-LUMO gap is 11.40 eV. For the energy relative to the best compared isomer or geometry (same formula, charge and spin), the calculation gives 30.3 kcal/mol.

Last columns: bonded neighbours and bond lengths (Å).
Atoms and positions in Å:
1 O 1.328 -0.323 1.426  C6 1.203
2 O 0.605 -1.056 -0.587  C4 1.420, C6 1.342
3 N -0.027 1.544 -0.579  C5 1.265, H7 1.019
4 C -0.720 -0.729 -0.195  O2 1.420, C5 1.510, H8 1.095, H9 1.094
5 C -0.886 0.767 -0.068  N3 1.265, C4 1.510, H10 1.097
6 C 1.543 -0.689 0.301  O1 1.203, O2 1.342, H11 1.098
7 H -0.254 2.518 -0.387  N3 1.019
8 H -0.990 -1.224 0.744  C4 1.095
9 H -1.365 -1.115 -0.990  C4 1.094
10 H -1.770 1.095 0.494  C5 1.097
11 H 2.534 -0.789 -0.161  C6 1.098

natural (NBO) analysis output, partial charges in e: -0.59, -0.49, -0.61, -0.15, 0.12, 0.66, 0.35, 0.21, 0.22, 0.16, 0.13

DFT (ωB97M-V with the def2-TZVPD basis set) results for one molecule with the formula C3H5NO2.

The calculation puts the highest occupied orbital energy at -8.0 eV. Its SMILES is COC(N)=C=O. The HOMO-LUMO gap is 8.82 eV. For the energy relative to the best compared isomer or geometry (same formula, charge and spin), the calculation gives 65.5 kcal/mol.

Last columns: bonded neighbours and bond lengths (Å).
Atoms and positions in Å:
1 O -0.187 1.006 -0.031  C5 1.414, C6 1.379
2 O -0.107 -2.492 -0.271  C4 1.180
3 N 1.988 0.139 0.144  C6 1.401, H9 1.010, H10 1.009
4 C 0.193 -1.356 -0.165  O2 1.180, C6 1.324
5 C -1.585 0.790 -0.007  O1 1.414, H7 1.097, H8 1.094, H11 1.091
6 C 0.617 -0.114 0.005  O1 1.379, N3 1.401, C4 1.324
7 H -1.867 -0.261 -0.143  C5 1.097
8 H -1.999 1.136 0.945  C5 1.094
9 H 2.565 -0.045 -0.664  N3 1.010
10 H 2.418 -0.173 1.001  N3 1.009
11 H -2.035 1.370 -0.814  C5 1.091

natural (NBO) analysis output, partial charges in e: -0.50, -0.47, -0.80, 0.57, -0.25, 0.14, 0.17, 0.19, 0.38, 0.38, 0.19